The following is a DFT calculation (ωB97M-V/def2-TZVPD) of a molecular structure, C2H3BrO at a distorted geometry.

Properties
calculated total energy = -2727.20071 hartree
highest occupied orbital energy = -10.0 eV
LUMO energy = 0.40 eV

Geometry as ORCA input:
```
! RIJCOSX wB97M-V def2-TZVPD def2/J DEFGRID3
* xyz 0 1
C -0.61 0.56 0.38
C 0.22 -0.49 -0.49
O -1.25 1.39 -0.18
Br 2.05 0.04 -0.02
H 0.09 -1.43 0.07
H 0.08 -0.63 -1.54
H -0.57 0.56 1.77
*
```



The following is a DFT calculation (ωB97M-V/def2-TZVPD) of a molecular structure, C2H3BrO2 at a distorted geometry.

Properties
calculated total energy = -2802.30096 hartree
highest occupied orbital energy = -10.2 eV
LUMO energy = -2.02 eV

Geometry as ORCA input:
```
! RIJCOSX wB97M-V def2-TZVPD def2/J DEFGRID3
* xyz 0 1
C 0.46 -0.44 0.42
C -0.13 0.79 -0.27
O 0.40 -1.63 -0.18
O 1.57 -0.86 -0.30
Br -2.70 0.23 -0.26
H 0.64 -0.53 1.51
H 0.09 0.77 -1.29
H -0.32 1.68 0.37
*
```



The following is a DFT calculation (ωB97M-V/def2-TZVPD) of C2H3BrO2 in the gas phase at a distorted geometry.

Properties
calculated total energy = -2802.45060 hartree
highest occupied orbital energy = -10.6 eV
LUMO energy = 0.57 eV
SMILES string = O=COCBr

Geometry as ORCA input:
```
! RIJCOSX wB97M-V def2-TZVPD def2/J DEFGRID3
* xyz 0 1
O 1.67 0.55 0.58
C 1.25 0.40 -0.57
O 0.04 0.05 -0.87
C -0.79 -0.38 0.55
Br -2.67 -0.45 -0.07
H 1.75 0.82 -1.41
H -0.52 -1.47 0.71
H -0.72 0.48 1.08
*
```



The following is a DFT calculation (ωB97M-V/def2-TZVPD) of a molecular structure, C2H3BrO3S at a distorted geometry.

Properties
calculated total energy = -3275.81463 hartree
highest occupied orbital energy = -10.6 eV
LUMO energy = 0.27 eV

Geometry as ORCA input:
```
! RIJCOSX wB97M-V def2-TZVPD def2/J DEFGRID3
* xyz 0 1
C 1.12 0.55 0.48
C -0.47 0.65 -0.70
O -0.17 -2.08 -0.98
O -1.81 -1.22 0.67
O 0.61 -0.69 1.03
S -0.56 -1.09 -0.06
Br -1.82 1.68 0.06
H 2.05 0.16 0.08
H 1.26 1.33 1.26
H -0.21 0.71 -1.84
*
```



The following is a DFT calculation (ωB97M-V/def2-TZVPD) of C2H3Cl2N in the gas phase at a distorted geometry.

Properties
calculated total energy = -1053.04277 hartree
highest occupied orbital energy = -10.2 eV
LUMO energy = -0.72 eV
SMILES string = [H]/N=C\C(Cl)Cl

Geometry as ORCA input:
```
! RIJCOSX wB97M-V def2-TZVPD def2/J DEFGRID3
* xyz 0 1
H -0.66 -0.81 -1.25
N -1.05 -1.13 -0.24
C -0.32 -0.53 0.62
C 0.55 0.57 -0.02
Cl 2.11 -0.19 -0.23
Cl -0.53 2.05 0.59
H -0.48 -0.71 1.67
H 0.38 0.74 -1.14
*
```



The following is a DFT calculation (ωB97M-V/def2-TZVPD) of C2H3Cl2N in the gas phase at a distorted geometry.

Properties
calculated total energy = -1053.08375 hartree
highest occupied orbital energy = -10.4 eV
LUMO energy = 0.83 eV
SMILES string = ClC1(Cl)CN1

Geometry as ORCA input:
```
! RIJCOSX wB97M-V def2-TZVPD def2/J DEFGRID3
* xyz 0 1
Cl -1.41 1.60 0.01
C -0.59 -0.08 -0.03
Cl -1.81 -1.27 0.21
C 0.73 -0.15 0.44
N 0.42 -0.19 -0.97
H 1.32 0.61 1.07
H 1.01 -1.18 0.81
H 0.33 0.66 -1.54
*
```



The following is a DFT calculation (ωB97M-V/def2-TZVPD) of 2 unconnected molecules or ions with the total composition C2H3Cl2N at a distorted geometry.

Properties
calculated total energy = -1052.98921 hartree
highest occupied orbital energy (alpha / beta) = -8.2 / -8.2 eV
LUMO energy (alpha / beta) = 0.00 / -0.04 eV

Geometry as ORCA input:
```
! RIJCOSX wB97M-V def2-TZVPD def2/J DEFGRID3
* xyz 0 1
C -1.50 0.16 -0.53
C 1.08 -0.13 0.55
N 2.30 -0.12 0.44
Cl -2.36 0.74 0.87
Cl -1.91 -1.32 -1.17
H -1.14 0.90 -1.31
H 0.69 -0.53 1.47
H 2.86 0.30 -0.31
*
```



The following is a DFT calculation (ωB97M-V/def2-TZVPD) of 2 unconnected molecules or ions with the total composition C2H3Cl2N at a distorted geometry.

Properties
calculated total energy = -1053.08378 hartree
highest occupied orbital energy = -10.8 eV
LUMO energy = 0.69 eV

Geometry as ORCA input:
```
! RIJCOSX wB97M-V def2-TZVPD def2/J DEFGRID3
* xyz 0 1
C 2.05 -0.87 -0.57
C -1.29 0.34 -0.18
N 2.02 -0.35 0.44
Cl -1.03 -1.28 0.47
Cl -0.73 0.32 -1.83
H -2.31 0.64 -0.02
H -0.63 1.10 0.35
H 1.91 0.10 1.33
*
```



The following is a DFT calculation (ωB97M-V/def2-TZVPD) of C2H3Cl2N2P in the gas phase at a distorted geometry.

Properties
calculated total energy = -1449.19577 hartree
highest occupied orbital energy = -8.6 eV
LUMO energy = -0.90 eV
SMILES string = [H]\N=P(/Cl)=N\C=C\Cl

Geometry as ORCA input:
```
! RIJCOSX wB97M-V def2-TZVPD def2/J DEFGRID3
* xyz 0 1
H 0.82 1.31 -2.75
N 0.43 0.83 -1.96
P 1.08 -0.30 -1.06
Cl 2.90 -0.96 -1.33
N 0.71 -0.81 0.42
C -0.46 -0.69 1.15
C -1.26 0.41 1.21
Cl -2.73 0.58 2.13
H -0.28 -1.33 1.96
H -1.21 0.95 0.24
*
```



The following is a DFT calculation (ωB97M-V/def2-TZVPD) of C2H3Cl2N2P in the gas phase at a distorted geometry.

Properties
calculated total energy = -1449.21993 hartree
highest occupied orbital energy = -9.1 eV
LUMO energy = 0.34 eV
SMILES string = [H]/N=P/NC=C(Cl)Cl

Geometry as ORCA input:
```
! RIJCOSX wB97M-V def2-TZVPD def2/J DEFGRID3
* xyz 0 1
H -1.27 1.93 -2.05
N -0.74 1.45 -1.32
P -1.22 1.05 0.07
N -0.09 0.00 0.75
C 1.24 -0.52 0.54
C 2.26 0.19 0.07
Cl 3.76 -0.73 -0.32
Cl 2.48 1.88 0.14
H -0.34 -0.47 1.60
H 1.51 -1.58 0.60
*
```



The following is a DFT calculation (ωB97M-V/def2-TZVPD) of C2H3Cl2NO in the gas phase at a distorted geometry.

Properties
calculated total energy = -1128.28070 hartree
highest occupied orbital energy = -10.1 eV
LUMO energy = -1.17 eV
SMILES string = CC(Cl)(Cl)N=O

Geometry as ORCA input:
```
! RIJCOSX wB97M-V def2-TZVPD def2/J DEFGRID3
* xyz 0 1
C -1.07 -0.06 -0.19
C 0.38 -0.06 -0.04
Cl 1.21 -1.73 -0.50
Cl 1.16 0.99 -1.23
N 0.94 0.11 1.30
O 1.93 0.78 1.43
H -1.48 0.80 0.22
H -1.56 -0.87 0.23
H -1.50 0.04 -1.22
*
```



The following is a DFT calculation (ωB97M-V/def2-TZVPD) of 2 unconnected molecules or ions with the total composition C2H3Cl2NO3 at a distorted geometry.

Properties
calculated total energy = -1278.73228 hartree
highest occupied orbital energy = -10.8 eV
LUMO energy = -0.58 eV
SMILES string = O=[N+]([O-])Cl.CC(=O)Cl

Geometry as ORCA input:
```
! RIJCOSX wB97M-V def2-TZVPD def2/J DEFGRID3
* xyz 0 1
O 3.29 0.17 -0.15
N 2.39 -0.12 -0.85
O 1.59 0.48 -1.44
Cl 2.19 -1.99 -1.01
C -1.60 0.91 0.44
C -1.00 -0.44 0.64
O 0.18 -0.63 0.84
Cl -2.05 -1.77 0.26
H -1.76 1.26 1.41
H -2.43 0.70 -0.15
H -0.80 1.43 0.00
*
```



The following is a DFT calculation (ωB97M-V/def2-TZVPD) of a molecular structure, C2H3Cl2NS at a distorted geometry.

Properties
calculated total energy = -1451.12442 hartree
highest occupied orbital energy (alpha / beta) = -7.4 / -9.3 eV
LUMO energy (alpha / beta) = -0.29 / -0.34 eV

Geometry as ORCA input:
```
! RIJCOSX wB97M-V def2-TZVPD def2/J DEFGRID3
* xyz 0 1
C -1.11 0.71 -0.01
C 1.40 -0.20 -0.04
N 0.14 -0.76 0.10
S -2.72 0.23 0.00
Cl -0.58 2.26 -0.04
Cl -2.57 -1.77 0.04
H 2.05 -1.03 -0.63
H 2.01 -0.32 0.84
H 1.38 0.89 -0.24
*
```



The following is a DFT calculation (ωB97M-V/def2-TZVPD) of 2 unconnected molecules or ions with the total composition C2H3Cl2NSi at a distorted geometry.

Properties
calculated total energy = -1342.65733 hartree
highest occupied orbital energy = -10.6 eV
LUMO energy = -0.20 eV

Geometry as ORCA input:
```
! RIJCOSX wB97M-V def2-TZVPD def2/J DEFGRID3
* xyz 0 1
C 1.18 1.21 0.08
C -0.19 0.87 0.09
N 2.36 1.45 0.13
Si -0.63 -1.01 -0.17
Cl 0.79 -2.12 0.68
Cl -0.33 -1.35 -2.10
H -0.86 1.53 -0.36
H -0.29 0.72 1.66
H -2.02 -1.28 -0.01
*
```



The following is a DFT calculation (ωB97M-V/def2-TZVPD) of C2H3Cl2O2P in the gas phase at a distorted geometry.

Properties
calculated total energy = -1490.06043 hartree
highest occupied orbital energy (alpha / beta) = -7.7 / -7.2 eV
LUMO energy (alpha / beta) = -0.15 / 0.08 eV

Geometry as ORCA input:
```
! RIJCOSX wB97M-V def2-TZVPD def2/J DEFGRID3
* xyz 0 1
C -0.48 -1.04 -0.33
C -1.31 1.17 -0.03
O 0.72 -0.62 -0.67
O -1.40 -0.15 0.01
P 1.74 -0.09 0.73
Cl -0.64 -2.63 0.21
Cl -2.88 1.77 0.07
H -0.53 1.80 -0.51
H 2.13 0.84 -0.07
H 2.65 -1.04 0.58
*
```



The following is a DFT calculation (ωB97M-V/def2-TZVPD) of C2H3Cl2O2P in the gas phase at a distorted geometry.

Properties
calculated total energy = -1490.18560 hartree
highest occupied orbital energy = -10.1 eV
LUMO energy = 0.47 eV
SMILES string = O=C(Cl)O[C@H](P)Cl

Geometry as ORCA input:
```
! RIJCOSX wB97M-V def2-TZVPD def2/J DEFGRID3
* xyz 0 1
O 1.37 -2.05 0.02
C 1.53 -1.01 -0.53
Cl 2.93 -0.51 -1.42
O 0.87 0.16 -0.37
C -0.31 0.14 0.46
P -1.74 0.75 -0.65
Cl -0.06 1.01 1.96
H -0.62 -0.95 0.63
H -1.35 2.00 -0.60
H -2.63 0.44 0.50
*
```



The following is a DFT calculation (ωB97M-V/def2-TZVPD) of 2 unconnected molecules or ions with the total composition C2H3Cl3.

Properties
calculated total energy = -1458.44609 hartree
highest occupied orbital energy (alpha / beta) = -8.3 / -8.7 eV
LUMO energy (alpha / beta) = -0.52 / 0.11 eV

Geometry as ORCA input:
```
! RIJCOSX wB97M-V def2-TZVPD def2/J DEFGRID3
* xyz 0 1
C 1.73 0.32 -0.40
C -1.38 -0.59 0.36
Cl 1.27 1.91 -0.41
Cl -2.43 -0.66 -0.99
Cl -1.39 0.88 1.24
H 1.77 -0.21 -1.33
H 1.81 -0.19 0.54
H -1.36 -1.47 0.99
*
```



The following is a DFT calculation (ωB97M-V/def2-TZVPD) of a molecular structure, C2H3Cl3N2 at a distorted geometry.

Properties
calculated total energy = -1567.86377 hartree
highest occupied orbital energy (alpha / beta) = -9.2 / -9.1 eV
LUMO energy (alpha / beta) = -1.39 / -1.01 eV

Geometry as ORCA input:
```
! RIJCOSX wB97M-V def2-TZVPD def2/J DEFGRID3
* xyz 0 1
C -1.38 0.49 -1.10
C -0.07 0.73 -0.81
N 0.84 -0.23 -0.48
N 0.11 -0.88 1.82
Cl 2.42 0.25 -0.14
Cl 1.46 -0.41 2.60
Cl 0.10 -2.52 1.48
H -1.95 1.15 -1.62
H -1.97 -0.32 -0.77
H 0.45 1.74 -0.97
*
```



The following is a DFT calculation (ωB97M-V/def2-TZVPD) of C2H3Cl3N2 in the gas phase at a distorted geometry.

Properties
calculated total energy = -1567.88421 hartree
highest occupied orbital energy = -9.7 eV
LUMO energy = -1.06 eV
SMILES string = C=CN(Cl)N(Cl)Cl

Geometry as ORCA input:
```
! RIJCOSX wB97M-V def2-TZVPD def2/J DEFGRID3
* xyz 0 1
C 1.33 -0.66 -0.88
C 0.21 -0.98 -0.31
N -0.54 -0.11 0.94
Cl 0.61 0.77 2.11
N -1.52 0.53 0.37
Cl -1.01 1.82 -0.96
Cl -2.47 1.43 1.48
H 1.94 -1.16 -1.72
H 1.84 0.21 -0.72
H -0.40 -1.85 -0.32
*
```



The following is a DFT calculation (ωB97M-V/def2-TZVPD) of 2 unconnected molecules or ions with the total composition C2H3ClN2 at a distorted geometry.

Properties
calculated total energy = -647.55908 hartree
highest occupied orbital energy (alpha / beta) = -9.5 / -9.5 eV
LUMO energy (alpha / beta) = -0.87 / -0.92 eV

Geometry as ORCA input:
```
! RIJCOSX wB97M-V def2-TZVPD def2/J DEFGRID3
* xyz 0 1
C -1.06 -1.21 0.14
C -0.05 -0.20 0.02
N -1.89 -2.00 0.20
N -3.45 1.11 0.53
Cl -4.34 0.09 -0.21
H 0.75 -0.38 0.73
H -0.50 0.77 0.21
H 0.35 -0.22 -1.00
*
```



Sequential ΔE to the lowest compared entry with this formula, charge and spin output: 1.502 5.784 1.712 2.051 2.183 1.068 3.640 1.067 2.713 2.056 3.434 0.000 5.422 2.328 5.990 2.584 3.774 6.171 5.614 4.429 eV